Molecular formula: C4H4O2
Method: DFT, ωB97M-V with the def2-TZVPD basis set

Element x y z (Å)
C: -2.95 0.09 0.06
C: -1.44 -0.04 -0.10
C: -0.19 -0.04 -0.07
C: 1.26 -0.12 0.10
O: 1.74 -1.20 -0.06
O: 1.85 1.07 0.09
H: -3.51 0.87 -0.55
H: -3.21 -0.21 1.15
H: -3.39 -0.83 -0.35
H: 1.29 1.96 -0.50

## Properties
**Structure (SMILES)**: CC#CC(=O)O
**E_HOMO**: -0.3637 Eh
**Relative energy (zero: lowest compared OMol25 entry of this formula, charge and spin)**: 288.3 kJ/mol
**Kohn-Sham gap**: 9.795 eV
**Molecular weight**: 84.07 g/mol
**Net charge**: 0

***

Molecular formula: C4H35NO14S2
Method: DFT, ωB97M-V with the def2-TZVPD basis set

Element x y z (Å)
S: -1.50 3.53 -1.44
S: -1.24 3.75 0.54
C: -1.12 2.11 1.34
C: 0.33 1.68 1.54
C: 0.87 0.99 0.29
N: 0.82 -0.36 0.16
C: 0.43 -1.26 1.25
O: 1.39 1.65 -0.62
H: -0.31 3.22 -2.00
H: -1.69 1.37 0.82
H: -1.56 2.20 2.34
H: 0.42 1.09 2.45
H: 0.97 2.53 1.82
H: 1.16 -0.79 -0.69
H: 1.15 -1.24 2.03
H: 0.37 -2.25 0.88
H: -0.60 -0.99 1.66
H: 3.01 1.45 2.12
H: 3.73 0.38 2.93
O: 2.85 0.74 2.70
H: -3.15 -0.53 0.79
H: -2.43 -0.53 2.16
O: -2.98 -1.08 1.56
H: 1.73 -0.01 -3.70
H: 3.00 -0.43 -4.46
O: 2.21 -0.80 -4.00
H: -1.11 -0.78 -2.04
H: -1.85 -0.51 -3.37
O: -1.52 -0.06 -2.52
H: -0.66 -1.97 -4.67
H: -1.31 -2.50 -3.35
O: -1.53 -2.11 -4.22
H: 2.92 -2.21 -1.36
H: 2.24 -1.78 -2.61
O: 2.11 -2.25 -1.76
H: -0.71 0.04 3.77
H: -2.09 -0.25 4.28
O: -1.62 0.16 3.53
H: 1.59 0.28 3.75
H: 1.11 0.48 5.15
O: 0.92 0.01 4.40
H: -2.46 -3.83 0.38
H: -2.18 -2.45 0.96
O: -1.75 -3.23 0.54
H: -1.00 -2.72 -0.89
H: 0.38 -2.57 -1.64
O: -0.57 -2.43 -1.73
H: -0.15 0.81 -3.06
H: 1.01 1.44 -2.32
O: 0.74 1.23 -3.19
H: 2.79 2.40 0.26
H: 3.16 3.65 1.05
O: 3.30 2.70 0.93
H: -3.64 1.30 -0.77
H: -2.64 0.29 -1.29
O: -3.35 0.44 -0.63

## Properties
**E_HOMO**: -0.3229 Eh
**Relative energy (zero: lowest compared OMol25 entry of this formula, charge and spin)**: 0.0 kJ/mol
**Kohn-Sham gap**: 8.943 eV
**Molecular weight**: 385.45 g/mol
**Net charge**: 0

***

Molecular formula: C45H85F9N13O11S2
Method: DFT, ωB97M-V with the def2-TZVPD basis set

Element x y z (Å)
C: 4.68 4.91 18.97
O: 3.89 5.26 17.80
O: 4.72 3.51 19.00
C: 6.06 5.76 19.24
F: 6.66 5.32 20.38
F: 6.97 5.59 18.20
F: 5.86 7.04 19.37
C: 4.52 5.17 16.46
C: 3.45 5.60 15.42
H: 3.24 6.66 15.27
H: 3.86 5.19 14.50
H: 2.43 5.22 15.52
H: 4.82 4.18 16.12
H: 5.40 5.77 16.22
H: 4.09 5.07 19.88
C: -1.45 5.14 12.92
C: -0.40 4.01 13.10
O: 0.39 3.96 14.06
N: -0.24 3.12 11.88
H: -0.62 3.65 11.11
H: 0.74 3.01 11.65
C: -1.02 1.80 11.98
H: -1.18 6.07 12.41
H: -1.78 5.52 13.88
H: -2.37 4.77 12.47
H: -2.07 2.00 11.82
H: -0.74 1.22 12.86
H: -0.66 1.18 11.16
C: 7.68 3.53 15.88
C: 7.25 2.27 16.64
O: 6.70 1.31 16.14
N: 7.23 2.32 18.20
H: 6.87 3.21 18.49
H: 6.54 1.64 18.51
C: 8.74 2.09 18.69
H: 6.88 4.28 15.89
H: 8.10 3.43 14.88
H: 8.39 4.09 16.49
H: 9.30 2.95 18.35
H: 9.18 1.14 18.38
H: 8.76 2.15 19.77
C: 2.39 2.53 16.71
C: 2.18 1.33 17.58
O: 1.54 0.35 17.26
N: 2.97 1.11 18.85
H: 3.67 0.40 18.67
H: 3.56 1.93 18.91
C: 2.09 0.94 20.08
H: 1.60 2.56 15.95
H: 3.40 2.47 16.31
H: 2.41 3.43 17.33
H: 1.18 1.55 20.10
H: 2.78 1.04 20.91
H: 1.87 -0.13 20.09
C: 2.91 9.03 21.43
C: 3.08 7.86 20.51
N: 1.93 7.30 19.88
C: 0.71 7.13 20.60
C: -0.26 6.55 19.73
N: 0.35 6.51 18.52
C: 1.63 7.00 18.54
C: -0.27 6.03 17.31
H: 2.21 9.76 21.02
H: 3.78 9.68 21.48
H: 2.47 8.83 22.41
H: 3.54 6.99 20.98
H: 3.76 8.18 19.72
H: 0.68 7.34 21.66
H: -1.29 6.24 19.81
H: 2.24 6.98 17.65
H: 0.18 6.50 16.44
H: -1.35 6.19 17.39
H: -0.07 4.97 17.21
C: 8.76 12.42 20.27
C: 9.58 11.70 19.22
N: 9.61 10.29 19.45
C: 9.93 9.67 20.63
C: 10.02 8.31 20.38
N: 9.67 8.10 19.05
C: 9.43 9.32 18.45
C: 9.57 6.81 18.47
H: 9.30 12.60 21.20
H: 7.90 11.84 20.60
H: 8.51 13.42 19.90
H: 10.61 12.04 19.20
H: 9.04 11.83 18.28
H: 10.08 10.26 21.52
H: 10.20 7.48 21.04
H: 9.25 9.51 17.40
H: 9.14 6.05 19.12
H: 10.57 6.53 18.14
H: 8.98 6.78 17.56
C: 3.58 8.89 13.03
C: 5.02 9.17 12.64
N: 5.78 7.87 12.55
C: 5.64 6.96 11.47
C: 6.53 5.92 11.70
N: 7.32 6.21 12.78
C: 6.78 7.39 13.35
C: 8.48 5.53 13.24
H: 3.22 9.92 12.97
H: 3.44 8.50 14.04
H: 2.98 8.26 12.37
H: 5.56 9.96 13.16
H: 5.01 9.55 11.62
H: 4.91 7.21 10.71
H: 6.80 5.00 11.20
H: 7.10 7.90 14.24
H: 8.48 4.50 12.87
H: 8.57 5.50 14.32
H: 9.34 6.03 12.80
C: 3.69 3.48 22.41
C: 5.00 2.67 22.38
N: 5.83 2.88 23.52
C: 5.45 2.57 24.79
C: 6.41 3.09 25.66
N: 7.38 3.69 24.86
C: 6.98 3.58 23.57
C: 8.67 4.21 25.27
H: 3.10 3.22 23.29
H: 3.07 3.26 21.54
H: 3.85 4.56 22.34
H: 5.58 2.89 21.49
H: 4.67 1.64 22.25
H: 4.51 2.05 24.90
H: 6.58 2.91 26.71
H: 7.43 4.01 22.69
H: 9.45 3.90 24.58
H: 8.85 3.79 26.26
H: 8.54 5.28 25.36
C: 7.53 7.12 22.94
C: 7.40 8.61 23.25
N: 6.76 8.80 24.54
C: 7.31 8.65 25.78
C: 6.44 8.98 26.85
N: 5.34 9.45 26.19
C: 5.47 9.26 24.78
C: 4.23 9.97 26.88
H: 8.16 6.82 23.77
H: 7.93 6.85 21.96
H: 6.64 6.55 23.18
H: 6.86 9.19 22.50
H: 8.39 9.08 23.22
H: 8.32 8.27 25.88
H: 6.51 8.91 27.93
H: 4.73 9.34 24.00
H: 3.62 10.62 26.25
H: 4.59 10.55 27.72
H: 3.59 9.15 27.20
C: 5.56 11.12 17.68
F: 4.58 12.01 17.73
F: 6.70 11.73 17.31
F: 5.75 10.44 18.81
S: 5.09 9.84 16.40
O: 4.29 10.69 15.46
O: 6.32 9.30 15.86
O: 4.30 8.76 17.07
C: 4.44 2.52 12.34
F: 4.63 1.19 12.07
F: 3.75 2.55 13.50
F: 5.67 3.11 12.56
S: 3.57 3.41 11.02
O: 2.32 2.63 10.73
O: 3.32 4.80 11.54
O: 4.41 3.35 9.80

## Properties
**E_HOMO (alpha / beta)**: -0.7129 / -0.7129 Eh
**Spin multiplicity**: 2
**Kohn-Sham gap (alpha / beta)**: 7.602 / 3.128 eV
**Molecular weight**: 1219.37 g/mol
**Net charge**: +6
**<S²>**: 0.77

***

Molecular formula: C2HBr5O
Method: DFT, ωB97M-V with the def2-TZVPD basis set

Element x y z (Å)
C: -0.61 0.86 0.10
C: 0.93 -0.86 0.29
O: -1.68 0.20 -0.35
Br: 0.24 2.08 -1.16
Br: -0.83 1.54 1.78
Br: -0.08 -2.40 -0.53
Br: 1.31 -1.09 2.12
Br: 2.42 -0.52 -0.88
H: -1.71 0.20 -1.36

## Properties
**E_HOMO (alpha / beta)**: -0.3272 / -0.3272 Eh
**Relative energy (zero: lowest compared OMol25 entry of this formula, charge and spin)**: 144.6 kJ/mol
**Kohn-Sham gap (alpha / beta)**: 8.303 / 8.305 eV
**Molecular weight**: 440.55 g/mol
**Net charge**: 0